A cluster of 9 separate species, C48H119N2O30P7 in total at a distorted geometry, computed with wB97M-V/def2-TZVPD.

Last column: Löwdin charge in e.
Cartesian coordinates (Å):
C1 3.9680 2.3912 -2.5870  -0.32
O1 4.3957 2.2135 -3.7310  -0.01
N1 4.4006 3.3175 -1.6808  -0.17
C2 5.4288 4.2907 -2.0597  -0.04
C3 3.9479 3.3777 -0.2899  -0.04
H1 3.1273 1.8054 -2.2213  0.10
H2 5.8205 4.0142 -3.0333  0.08
H3 6.2807 4.1800 -1.3743  0.09
H4 5.0420 5.3038 -2.0225  0.09
H5 3.0312 2.7924 -0.1656  0.08
H6 4.7199 3.0756 0.3917  0.07
H7 3.7240 4.4148 -0.0422  0.08
C4 0.7977 0.9764 0.0874  -0.34
O2 0.5657 2.1508 0.4425  -0.05
N2 0.0720 -0.0265 0.5725  -0.12
C5 0.3365 -1.3552 0.0228  -0.04
C6 -1.0810 0.0982 1.5606  0.02
H8 1.5741 0.7113 -0.6312  0.10
H9 0.4916 -2.0891 0.8201  0.06
H10 1.1907 -1.3864 -0.6929  0.08
H11 -0.5300 -1.7554 -0.5000  0.06
H12 -1.9427 -0.5625 1.3120  0.10
H13 -0.6586 -0.2846 2.4905  0.08
H14 -1.4335 1.1152 1.7156  0.07
C7 -1.3527 -2.1106 6.7032  -0.06
C8 -2.5404 -1.8019 5.8890  -0.23
O3 -2.1903 -0.5438 5.1302  -0.20
P1 -3.3932 0.3304 4.6691  0.27
O4 -4.1862 0.8238 5.7812  -0.22
O5 -4.1323 -0.6390 3.6215  -0.21
C9 -5.4988 -0.2905 3.1251  -0.21
C10 -5.3909 0.5535 1.8644  -0.07
O6 -2.7657 1.3832 3.7350  -0.21
C11 -2.2923 2.7135 4.2558  -0.17
C12 -0.8144 2.6432 4.6062  -0.06
H15 -0.4793 -2.1113 6.0664  0.07
H16 -1.3628 -1.2376 7.3800  0.10
H17 -1.3294 -2.9906 7.3343  0.08
H18 -2.8333 -2.4869 5.0653  0.10
H19 -3.4742 -1.5702 6.4180  0.12
H20 -5.9150 -1.2841 2.9741  0.10
H21 -6.0915 0.3415 3.8116  0.12
H22 -4.7230 1.3740 2.1691  0.07
H23 -4.9224 -0.1146 1.1661  0.06
H24 -6.3098 0.9544 1.4421  0.09
H25 -2.5031 3.3442 3.3940  0.10
H26 -2.9605 2.9754 5.0989  0.12
H27 -0.3921 3.5397 5.0809  0.08
H28 -0.7102 1.8538 5.3841  0.08
H29 -0.2426 2.2308 3.7681  0.07
C13 0.9051 -7.2885 6.9285  -0.07
C14 0.7757 -5.7618 6.8984  -0.19
O7 2.0716 -5.2507 6.3019  -0.21
P2 2.0805 -5.0682 4.7108  0.34
O8 1.5893 -6.2038 3.9653  -0.21
O9 1.3540 -3.6583 4.5590  -0.20
C15 0.8898 -3.1939 3.2490  -0.25
C16 -0.5585 -3.5475 3.0545  -0.06
O10 3.6057 -4.7857 4.3757  -0.18
C17 4.3634 -3.6472 4.8442  -0.25
C18 4.5186 -2.5799 3.8182  -0.06
H30 1.8814 -7.6044 7.2847  0.08
H31 0.0787 -7.7508 7.4694  0.08
H32 0.8801 -7.5959 5.8860  0.06
H33 0.0159 -5.5334 6.1724  0.09
H34 0.6656 -5.1591 7.7992  0.12
H35 1.0512 -2.1083 3.3584  0.12
H36 1.4880 -3.6091 2.4284  0.11
H37 -0.7169 -4.5827 3.3595  0.09
H38 -1.2335 -2.8376 3.5982  0.08
H39 -0.7033 -3.5335 1.9710  0.06
H40 3.8183 -3.2680 5.6768  0.10
H41 5.2427 -4.1770 5.2183  0.13
H42 5.1532 -2.9200 2.9878  0.08
H43 3.5400 -2.3056 3.4287  0.07
H44 4.9896 -1.7009 4.2740  0.09
C19 -3.8650 7.9018 1.7329  -0.08
C20 -3.2441 8.3959 2.9857  -0.24
O11 -2.4118 7.3718 3.6227  -0.18
P3 -0.9417 7.0301 3.1778  0.30
O12 -0.2293 8.1058 2.4674  -0.23
O13 -0.3803 6.4875 4.5979  -0.18
C21 -0.0085 7.5670 5.5045  -0.28
C22 1.4364 7.9638 5.4901  -0.09
O14 -1.0791 5.7181 2.4127  -0.19
C23 -0.0275 5.3966 1.3033  -0.16
C24 1.2985 5.0380 1.8859  -0.06
H45 -3.1453 7.5595 0.9970  0.07
H46 -4.4861 7.0244 1.9719  0.09
H47 -4.3870 8.7016 1.2388  0.08
H48 -2.6517 9.2726 2.7533  0.11
H49 -3.9358 8.6754 3.7903  0.13
H50 -0.5149 8.5035 5.4005  0.11
H51 -0.1383 7.1318 6.4895  0.12
H52 1.6570 8.2940 4.4851  0.06
H53 1.5434 8.8330 6.1734  0.09
H54 2.1340 7.1470 5.7819  0.09
H55 -0.5098 4.5715 0.7842  0.09
H56 -0.0618 6.3020 0.7134  0.10
H57 2.0413 4.6255 1.1871  0.06
H58 1.7209 5.9553 2.3033  0.08
H59 1.0782 4.3166 2.6776  0.08
C25 1.6466 -2.3474 -3.5612  -0.06
C26 0.8378 -2.3135 -4.8549  -0.24
O15 1.7025 -2.2457 -6.0376  -0.18
P4 1.3575 -1.2559 -7.2164  0.32
O16 2.2856 -1.5000 -8.3430  -0.24
O17 -0.1838 -1.3373 -7.4484  -0.20
C27 -0.6002 -2.4739 -8.3747  -0.22
C28 -2.0890 -2.4348 -8.5806  -0.08
O18 1.3985 0.2146 -6.6084  -0.20
C29 2.3090 1.2097 -7.2633  -0.24
C30 2.1800 2.4846 -6.5371  -0.08
H60 2.4783 -3.0207 -3.7937  0.08
H61 2.1364 -1.3871 -3.4415  0.06
H62 0.9679 -2.6361 -2.7495  0.06
H63 0.3765 -3.3229 -4.9432  0.12
H64 0.0279 -1.5896 -5.0049  0.10
H65 -0.0400 -2.2094 -9.2835  0.11
H66 -0.2395 -3.4663 -8.0341  0.13
H67 -2.4595 -1.5238 -9.0763  0.09
H68 -2.3653 -3.3705 -9.1156  0.09
H69 -2.5342 -2.5831 -7.5706  0.08
H70 3.3256 0.8231 -7.1206  0.12
H71 2.0459 1.1894 -8.3244  0.12
H72 1.1161 2.7244 -6.7130  0.09
H73 2.3951 2.4756 -5.4644  0.06
H74 2.7610 3.2606 -7.0145  0.08
C31 6.5446 -1.2581 -4.8873  -0.06
C32 5.5987 -0.6286 -3.9212  -0.24
O19 5.4711 -1.6129 -2.8445  -0.18
P5 4.9569 -1.1436 -1.4418  0.32
O20 3.6780 -0.4119 -1.4246  -0.23
O21 6.2264 -0.4309 -0.8963  -0.17
C33 6.2921 0.3334 0.3273  -0.26
C34 7.5627 -0.0186 1.0315  -0.06
O22 5.0381 -2.4740 -0.6086  -0.18
C35 4.0826 -3.5899 -0.8489  -0.23
C36 4.2695 -4.6456 0.1897  -0.07
H75 6.2808 -2.2923 -5.2113  0.10
H76 6.6170 -0.5810 -5.7137  0.07
H77 7.5100 -1.2770 -4.4240  0.07
H78 5.9940 0.2689 -3.4462  0.10
H79 4.6251 -0.3439 -4.2973  0.11
H80 6.3014 1.3777 -0.0237  0.11
H81 5.3650 0.2941 0.9128  0.12
H82 8.3887 0.2527 0.3756  0.08
H83 7.6049 0.4693 2.0027  0.08
H84 7.6091 -1.1064 1.1072  0.08
H85 3.0960 -3.1011 -0.7715  0.11
H86 4.2412 -4.0052 -1.8655  0.13
H87 3.8342 -4.3142 1.1612  0.07
H88 3.7178 -5.5606 -0.1028  0.10
H89 5.3254 -4.8486 0.2958  0.08
C37 -3.2767 -2.2254 -3.8124  -0.06
C38 -3.4894 -2.2696 -2.2947  -0.21
O23 -3.6011 -3.6712 -1.7779  -0.18
P6 -2.3000 -4.3702 -1.2202  0.27
O24 -1.0338 -3.9783 -1.8517  -0.22
O25 -2.2788 -4.1167 0.3118  -0.21
C39 -3.3412 -4.5900 1.2595  -0.17
C40 -4.0592 -3.3184 1.7451  -0.06
O26 -2.7802 -5.8281 -1.2405  -0.16
C41 -2.7784 -6.4386 -2.5730  -0.26
C42 -3.5608 -7.6767 -2.5093  -0.09
H90 -2.3896 -2.8261 -4.0298  0.06
H91 -4.1338 -2.6839 -4.3374  0.08
H92 -3.3567 -1.1971 -4.2055  0.08
H93 -2.7030 -1.7665 -1.7309  0.10
H94 -4.4220 -1.7621 -2.0439  0.11
H95 -4.0519 -5.2970 0.8260  0.12
H96 -2.7268 -5.0596 2.0031  0.10
H97 -3.5569 -2.7234 2.5199  0.05
H98 -4.2045 -2.7228 0.8312  0.08
H99 -5.0257 -3.5242 2.2454  0.08
H100 -3.3326 -5.7972 -3.2768  0.12
H101 -1.7465 -6.5135 -2.8906  0.12
H102 -3.5466 -8.1871 -3.4637  0.08
H103 -3.0656 -8.4029 -1.8806  0.08
H104 -4.5867 -7.5148 -2.1115  0.10
C43 0.0586 1.3327 -3.0646  -0.02
C44 -0.9816 2.2661 -2.4351  -0.19
O27 -2.1605 1.5222 -1.8859  -0.18
P7 -3.6362 1.9370 -2.1728  0.35
O28 -4.6253 1.0433 -1.4945  -0.26
O29 -3.8497 3.4776 -1.8226  -0.19
C45 -4.6030 3.9133 -0.6326  -0.22
C46 -3.6737 4.0866 0.5553  -0.07
O30 -3.7285 2.0307 -3.7601  -0.21
C47 -5.0565 2.3513 -4.4163  -0.22
C48 -4.8956 2.1891 -5.8984  -0.07
H105 0.0038 0.3894 -2.5056  0.07
H106 -0.3990 1.1428 -4.0226  0.08
H107 1.0314 1.8146 -3.0355  0.07
H108 -0.6622 2.7049 -1.5172  0.08
H109 -1.3823 3.0700 -3.0215  0.11
H110 -5.0749 4.8333 -0.9530  0.11
H111 -5.4000 3.1753 -0.3649  0.12
H112 -2.9812 4.9252 0.3854  0.07
H113 -4.1359 4.0932 1.5206  0.07
H114 -3.0373 3.1947 0.5808  0.07
H115 -5.7657 1.6539 -3.9771  0.11
H116 -5.3233 3.3421 -4.0331  0.11
H117 -4.1363 2.8246 -6.3218  0.08
H118 -4.5249 1.1630 -5.9629  0.08
H119 -5.8806 2.4011 -6.2988  0.08

Calculated values
E   -6657.20999 Ha
Relative energy (zero: lowest compared OMol25 entry of this formula, charge and spin)   0.000 eV
E_HOMO   -9.09 eV
HOMO-LUMO gap   9.6 eV
F_max   3.41 eV Å⁻¹
Structure (SMILES)   CCOP(=O)(OCC)OCC.CCOP(=O)(OCC)OCC.CCOP(=O)(OCC)OCC.CCOP(=O)(OCC)OCC.CCOP(=O)(OCC)OCC.CCOP(=O)(OCC)OCC.CCOP(=O)(OCC)OCC.CN(C)C=O.CN(C)C=O
Molecular weight   1421.28 g/mol
Charge   0